1.
ORCA calculation (ωB97M-V with the def2-TZVPD basis set) on 2 unconnected molecules or ions with the total composition C3H3F2NO4.

Geometry as XYZ:
```
13
Properties=species:S:1:pos:R:3:forces:R:3
F -1.076 1.009 -0.288 1.16 -0.11 -0.14
F -3.132 1.258 0.010 -0.31 -0.05 0.23
O 3.388 0.274 -1.159 2.11 -0.19 -0.31
O 0.769 0.217 1.230 -1.22 -0.50 -0.67
O 1.268 -0.339 -1.607 0.17 -0.03 1.19
O 2.079 0.487 1.815 1.97 0.33 -0.24
N 2.316 0.014 -0.644 -1.62 0.61 -0.98
C 1.862 0.404 0.490 -1.30 -0.39 0.90
C -2.287 -0.757 0.757 -0.62 -1.66 -0.55
C -2.118 0.417 0.202 -1.43 0.58 -0.20
H -3.344 -1.098 0.878 1.16 0.57 0.24
H -1.519 -1.540 0.742 -0.19 0.73 0.26
H 1.796 -0.346 -2.426 0.12 0.11 0.26
```
Positions in Å, forces in eV/Å.

Properties
Total charge: 0
Frontier orbital gap in eV: 9.86
Electronic energy in eV: -18264.86138
Spin multiplicity: 1
SMILES: [O-][N+](O)=C1OO1.C=C(F)F
HOMO in eV: -9.57
Largest force on an atom in Eh/bohr: 0.042

2.
ORCA calculation (ωB97M-V with the def2-TZVPD basis set) on a single C3H3F2NS molecule.

Geometry as XYZ:
```
10
Properties=species:S:1:pos:R:3:forces:R:3
S -0.926 -0.471 -1.078 2.44 -1.36 0.09
F 0.701 -2.388 0.339 1.04 1.67 -0.97
F 1.887 -1.290 -1.217 0.57 -0.64 -0.63
N 1.612 0.789 1.360 -1.00 -2.65 -2.05
C 1.023 -1.180 -0.263 -4.62 0.26 0.44
C 1.331 -0.119 0.664 1.55 2.41 2.54
C -1.311 0.995 -0.134 -0.41 -0.44 -0.01
H -1.788 0.683 0.747 -0.80 -0.60 1.40
H -0.404 1.446 0.245 -0.02 1.07 -0.72
H -2.125 1.535 -0.662 1.25 0.27 -0.09
```
Positions in Å, forces in eV/Å.

Properties
Total charge: 0
Frontier orbital gap in eV: 8.88
Electronic energy in eV: -20917.53461
Spin multiplicity: 1
SMILES: CSC(F)(F)C#N
HOMO in eV: -9.41
Largest force on an atom in Eh/bohr: 0.090

Calculated relative energy (zero: lowest compared OMol25 entry of this formula, charge and spin) (kJ/mol), listed in the same order as above: 390.42; 144.94
Calculated M (g/mol), listed in the same order as above: 155.06; 123.13